Molecular formula: C3H9NO2
Method: DFT, the ωB97M-V functional and the def2-TZVPD basis

Geometry as XYZ:
```
15
Properties=species:S:1:pos:R:3:forces:R:3:lowdin_charge:R:1
C -1.032 1.378 1.649 1.4 -2.4 -1.3 -0.19
N -1.166 1.985 0.318 -0.5 1.3 0.2 -0.08
H 0.754 0.788 -1.138 0.2 0.7 -0.5 0.10
H -1.732 1.481 -0.354 0.3 -0.8 0.3 0.05
H -1.769 2.790 0.468 0.4 0.3 -0.2 0.05
H -1.572 0.432 1.699 -1.4 0.5 0.7 0.06
H -1.110 2.100 2.445 -0.4 -0.1 0.2 0.07
H -0.071 0.826 1.744 0.4 1.2 -0.1 0.06
C 1.069 -2.305 -0.673 -1.4 0.5 -0.6 0.02
C 1.328 -1.028 -1.503 -0.6 1.1 -0.1 -0.51
O 0.410 -0.097 -1.063 -0.4 -1.2 0.7 0.02
O 2.136 -0.647 -2.302 0.6 -1.3 0.1 0.11
H 0.506 -3.182 -1.052 0.8 0.6 -0.9 0.09
H 0.291 -1.856 -0.053 0.6 -0.6 1.0 0.07
H 1.959 -2.664 -0.184 0.2 0.2 0.3 0.08
```
Forces are in eV/Å.

Its SMILES is CC(=O)O.CN. For the largest force on an atom, the calculation gives 3.05 eV/A. The HOMO energy is -9.37 eV. As for the HOMO-LUMO gap: 0.3742 Eh. Its multiplicity is 1. The relative energy (zero: lowest compared OMol25 entry of this formula, charge and spin) comes out at 41.9 kcal per mole. The calculation puts the molar mass at 91.11 u.